Arrangement A

One molecule with the formula C14H19NO4, computed with wB97M-V/def2-TZVPD.

XYZ file:
```
38
C14H19NO4 wB97M-V/def2-TZVPD
C 2.5185 -0.1060 0.7526
C 2.0402 0.2900 2.1446
C 2.2035 1.7866 2.4439
C 0.9657 2.6432 2.1662
C 0.6217 2.8291 0.6847
O 0.0505 1.6879 0.0767
C -1.2093 1.3116 0.3686
C -2.1032 2.0151 1.1741
C -3.3641 1.5082 1.4313
C -3.7610 0.2907 0.9066
C -2.8874 -0.4149 0.0996
C -1.6234 0.0847 -0.1825
C -0.7275 -0.6422 -1.1186
O -0.2100 -0.1254 -2.1015
N -0.5531 -1.9486 -0.8275
C 0.1185 -2.8686 -1.7276
C 1.6489 -2.6593 -1.7998
O 2.4166 -3.5216 -1.4745
O 2.0260 -1.4905 -2.2718
H 1.9341 0.3857 -0.0185
H 3.5632 0.1652 0.6196
H 2.4349 -1.1822 0.6170
H 0.9921 0.0057 2.2690
H 2.6177 -0.2772 2.8784
H 2.4393 1.9076 3.5041
H 3.0492 2.1785 1.8759
H 0.1098 2.2065 2.6856
H 1.1367 3.6387 2.5831
H -0.0413 3.6943 0.5570
H 1.5342 3.0099 0.1108
H -1.8263 2.9674 1.5974
H -4.0417 2.0743 2.0527
H -4.7439 -0.1009 1.1164
H -3.1958 -1.3517 -0.3421
H -0.9163 -2.3134 0.0375
H -0.0772 -3.8902 -1.4039
H -0.2782 -2.7229 -2.7405
H 1.2503 -0.8711 -2.4013
```

Its structure (SMILES) is CCCCCOc1ccccc1C(=O)NCC(=O)O. The HOMO-LUMO gap is 9.554 eV. The calculation puts the molecular weight at 265.31 g mol⁻¹. The calculation puts the highest occupied orbital energy at -0.33062 hartree.

***

Arrangement B

One molecule with the formula C14H19NO4, computed with wB97M-V/def2-TZVPD.

XYZ file:
```
38
C14H19NO4 wB97M-V/def2-TZVPD
C 5.0710 -1.5168 0.1132
C 4.4124 -0.6899 1.2140
O 3.2479 -1.3000 1.7312
C 2.0924 -1.2779 1.0086
C 1.0334 -2.0091 1.5492
C -0.1936 -2.0379 0.9214
C -0.4022 -1.3472 -0.2663
C -1.7587 -1.3512 -0.9375
C -1.7134 -2.0238 -2.3066
N -2.2466 0.0116 -1.0768
C -2.9617 0.6138 -0.1090
O -3.4320 0.0358 0.8499
C -3.1257 2.1202 -0.3079
C -1.9556 2.8372 0.3732
C -0.6611 2.7044 -0.4045
O -0.5892 2.3421 -1.5454
O 0.4462 3.0546 0.2668
C 0.6526 -0.6207 -0.7998
C 1.8876 -0.5801 -0.1767
H 5.3097 -2.5079 0.4908
H 4.4059 -1.6260 -0.7400
H 5.9871 -1.0314 -0.2120
H 5.0837 -0.6178 2.0746
H 4.1952 0.3262 0.8614
H 1.1992 -2.5419 2.4723
H -1.0048 -2.5987 1.3613
H -2.4762 -1.8657 -0.2899
H -2.7021 -2.0233 -2.7588
H -1.0258 -1.4983 -2.9651
H -1.3740 -3.0508 -2.2009
H -1.7721 0.5930 -1.7538
H -3.1497 2.3728 -1.3677
H -4.0598 2.4259 0.1630
H -1.8211 2.4364 1.3822
H -2.1729 3.9074 0.4581
H 0.2692 3.3060 1.1829
H 0.5203 -0.0582 -1.7122
H 2.6712 0.0092 -0.6257
```

Its structure (SMILES) is CCOc1ccc([C@H](C)NC(=O)CCC(=O)O)cc1. The HOMO-LUMO gap is 8.724 eV. The calculation puts the molecular weight at 265.31 g mol⁻¹. The calculation puts the highest occupied orbital energy at -0.30384 hartree.

***

Top of the stability list: arrangement B, leading by 0.241 eV.

***

Arrangement A

C2H5N2 as an isolated structure, computed with wB97M-V/def2-TZVPD.

XYZ file:
```
9
C2H5N2 wB97M-V/def2-TZVPD
C -1.2509 0.1450 -0.1765
C 0.6825 -0.3067 -0.4653
N -2.3606 0.0581 0.0696
N 1.5142 0.3022 0.3616
H 0.8427 -0.1969 -1.5827
H 0.2054 -1.2646 -0.1882
H -3.1928 0.1432 0.6112
H 1.4760 0.0050 1.3467
H 2.0837 1.1147 0.0236
```

As for the charge: +1. The HOMO-LUMO gap is 11.940 eV. The calculation puts the molecular weight at 57.08 g mol⁻¹. The calculation puts the highest occupied orbital energy at -0.58718 hartree.

***

Arrangement B

An isolated ion of composition C2H5N2 and charge +1, computed with wB97M-V/def2-TZVPD.

XYZ file:
```
9
C2H5N2 wB97M-V/def2-TZVPD
C -0.1003 -0.7010 -0.4425
C 0.7089 0.0174 0.5704
N 0.7956 1.3475 0.5185
N -1.2665 -0.6566 -0.9529
H -0.1048 0.0704 1.3578
H 1.6007 -0.6293 0.7801
H 1.7990 1.6778 0.6133
H -1.4481 -1.0991 -1.9038
H -1.9846 -0.0273 -0.5408
```

As for the charge: +1. The HOMO-LUMO gap (alpha / beta) is 8.578 / 9.899 eV. The calculation puts the molecular weight at 57.08 g mol⁻¹. The calculation puts the highest occupied orbital energy (alpha / beta) at -0.56462 / -0.57355 hartree.

***

Arrangement C

C2H5N2 as an isolated structure, computed with wB97M-V/def2-TZVPD.

XYZ file:
```
9
C2H5N2 wB97M-V/def2-TZVPD
C 0.9986 -0.3805 0.0289
C -0.8816 0.2422 -0.0357
N -0.1870 -1.0110 -0.0051
N 0.5339 0.8307 -0.0704
H 2.0067 -0.6087 0.1710
H -1.4003 0.4006 -0.8903
H -1.6416 0.6830 0.8717
H -0.4196 -1.9204 -0.2272
H 0.9909 1.7641 0.1571
```

As for the charge: +1. The HOMO-LUMO gap is 11.974 eV. The calculation puts the molecular weight at 57.08 g mol⁻¹. The calculation puts the highest occupied orbital energy at -0.59880 hartree.

***

Top of the stability list: arrangement C, leading by 0.298 eV.

***

Arrangement A

A 2-piece molecular cluster, C7H13NO4 overall, computed with wB97M-V/def2-TZVPD.

XYZ file:
```
25
C7H13NO4 wB97M-V/def2-TZVPD
C -2.0161 1.7238 0.5091
C -1.0316 1.3419 -0.5139
C 1.0654 0.5795 0.4157
C 2.5804 0.7579 0.6796
C 0.7140 -0.9043 0.5252
C -0.7040 -1.3349 -0.0217
C -1.4182 -0.2420 -0.8695
H -3.0867 1.5531 -0.0088
H -1.9252 2.6471 1.1542
H -2.0495 1.0932 1.4554
H -0.8414 1.8685 -1.4779
H 2.6862 1.9153 0.9556
H 3.2028 0.1453 1.4075
H 2.3839 0.4571 -1.4746
H 0.8197 -1.2514 1.5450
H 2.4731 -1.5668 -0.1703
H -0.5592 -2.1539 -0.7903
H -2.1890 -1.3844 1.2641
H -1.1216 -0.5697 -2.0045
H -3.3917 0.5566 -0.4511
N 0.3529 1.6409 -0.0482
O 3.2158 0.1575 -0.7002
O 1.5041 -1.3966 -0.5426
O -1.2347 -1.4489 1.2642
O -2.7365 -0.6029 -0.6981
```

The HOMO-LUMO gap is 9.232 eV. The calculation puts the molecular weight at 175.18 g mol⁻¹. The calculation puts the highest occupied orbital energy at -0.33455 hartree.

***

Arrangement B

One molecule with the formula C7H13NO4, computed with wB97M-V/def2-TZVPD.

XYZ file:
```
25
C7H13NO4 wB97M-V/def2-TZVPD
C 1.1544 0.9655 2.0938
C 1.2481 0.2260 0.8301
N 0.2494 -0.8535 0.8392
C -0.7441 -0.9934 0.1229
C -1.6010 -2.2022 0.2483
O -1.3425 -3.1821 -0.7369
C -1.0092 -0.1433 -1.1207
O -0.7700 -0.7556 -2.3233
C -0.3044 1.2450 -0.9360
O -1.0336 1.9059 0.0871
C 1.1484 0.9643 -0.4750
O 1.8061 2.2372 -0.4199
H 2.0988 1.4776 2.4160
H 0.9282 0.1467 2.7951
H 0.3308 1.6743 2.1608
H 2.1873 -0.2431 0.9449
H -1.4072 -2.6530 1.2467
H -2.6595 -2.0020 0.1810
H -0.4740 -3.4866 -0.4476
H -2.0975 0.2097 -1.1751
H -1.0461 -1.7004 -2.2912
H -0.3041 1.7809 -1.8816
H -0.5270 2.7631 0.0717
H 1.5868 0.2291 -1.2263
H 2.5818 2.3900 -1.0040
```

Its structure (SMILES) is C[C@H]1N=C(CO)[C@H](O)[C@@H](O)[C@H]1O. The HOMO-LUMO gap is 9.527 eV. The calculation puts the molecular weight at 175.18 g mol⁻¹. The calculation puts the highest occupied orbital energy at -0.32863 hartree.

***

Top of the stability list: arrangement B, leading by 6.526 eV.

***

Arrangement A

A 2-piece molecular cluster, C2H9N2O overall, computed with wB97M-V/def2-TZVPD.

XYZ file:
```
14
C2H9N2O wB97M-V/def2-TZVPD
C -1.8627 0.3907 -0.6986
N -0.4907 0.8328 -1.1407
H -1.7063 -0.4127 0.0154
H -2.3233 1.2447 -0.2128
H -2.4299 0.0280 -1.5479
H 0.0441 0.0940 -1.6054
H 0.0771 1.0652 -0.3169
H -0.4928 1.6526 -1.7561
C 1.1328 -0.5594 1.6781
N 1.8393 -1.1979 0.6868
O 1.5402 -0.3867 2.7869
H 0.1279 -0.1865 1.3943
H 2.6552 -1.7244 0.9662
H 1.8891 -0.8405 -0.2494
```

As for the charge: +1. The HOMO-LUMO gap is 9.581 eV. The calculation puts the molecular weight at 77.11 g mol⁻¹. The calculation puts the highest occupied orbital energy at -0.50983 hartree.

***

Arrangement B

An isolated ion of composition C2H9N2O and charge +1, computed with wB97M-V/def2-TZVPD.

XYZ file:
```
14
C2H9N2O wB97M-V/def2-TZVPD
N -0.8213 -0.5762 -1.2845
C -0.4637 -1.0733 0.1143
N 0.8239 -0.4929 0.5119
C 0.7596 0.9631 0.8725
O 0.2917 1.6774 -0.2489
H -0.2869 -1.1565 -1.9459
H -1.8160 -0.6548 -1.4686
H -0.5376 0.4240 -1.3068
H -1.3073 -0.9401 0.7750
H -0.2747 -2.1435 0.0002
H 0.9445 -0.9023 1.4383
H 1.8144 1.2248 1.0722
H 0.1449 1.1134 1.7660
H 0.7286 2.5368 -0.2956
```

Its structure (SMILES) is [NH3+]CNCO. As for the charge: +1. The HOMO-LUMO gap is 11.079 eV. The calculation puts the molecular weight at 77.11 g mol⁻¹. The calculation puts the highest occupied orbital energy at -0.53142 hartree.

***

Top of the stability list: arrangement B, leading by 0.221 eV.

***

Arrangement A

C3H6IN2 as an isolated structure, computed with wB97M-V/def2-TZVPD.

XYZ file:
```
12
C3H6IN2 wB97M-V/def2-TZVPD
C -0.9188 0.0411 -0.1367
C 3.4641 0.0196 -0.0548
C -2.2736 0.3531 0.1467
N 0.1924 -0.2520 -0.0171
N 2.5535 -0.8660 -0.0577
I 5.5361 -0.1920 0.0206
H 3.3564 1.1112 -0.2304
H -2.8952 0.0292 -0.5673
H -2.5781 -0.2591 1.0043
H -2.5147 1.4678 0.0890
H 1.3747 -0.7329 0.0345
H 2.8309 -1.8347 0.1565
```

As for the charge: +1. The HOMO-LUMO gap is 9.940 eV. The calculation puts the molecular weight at 197.00 g mol⁻¹. The calculation puts the highest occupied orbital energy at -0.51330 hartree.

***

Arrangement B

An isolated ion of composition C3H6IN2 and charge +1, computed with wB97M-V/def2-TZVPD.

XYZ file:
```
12
C3H6IN2 wB97M-V/def2-TZVPD
H 1.1366 -2.9753 0.6029
N 0.5238 -2.4370 0.0232
C 0.7007 -1.2252 0.0168
C 0.4623 0.0646 -0.5427
N -0.8172 0.7722 -0.1252
C 1.5989 -0.0890 0.4900
I 3.5886 0.0916 -0.0780
H 0.7928 0.2166 -1.7127
H -0.7701 1.7069 0.3227
H -1.1550 0.0852 0.5936
H -1.4599 0.7936 -0.9942
H 1.2724 0.4931 1.4462
```

Its structure (SMILES) is [H]/N=C1/[C@@H]([NH3+])[C@@H]1I. As for the charge: +1. The HOMO-LUMO gap is 8.695 eV. The calculation puts the molecular weight at 197.00 g mol⁻¹. The calculation puts the highest occupied orbital energy at -0.48316 hartree.

***

Top of the stability list: arrangement A, leading by 1.592 eV.

***

Arrangement A

An isolated ion of composition C3H6IN2 and charge +1, computed with wB97M-V/def2-TZVPD.

XYZ file:
```
12
C3H6IN2 wB97M-V/def2-TZVPD
C -0.8910 1.3941 -0.1287
C -1.0515 -0.1197 -0.1193
C 1.2377 -0.3720 0.6200
N 0.1508 2.0121 0.1228
N 0.1937 -0.9222 -0.2118
I 3.2199 -0.2950 -0.0247
H -1.6105 2.0473 -0.6217
H -1.3268 -0.1668 0.9192
H -1.7819 -0.6692 -0.7644
H 1.1966 -0.1914 1.6430
H 0.1571 -1.9189 -0.1862
H 0.5061 -0.7983 -1.2480
```

As for the charge: +1. The HOMO-LUMO gap (alpha / beta) is 8.669 / 8.442 eV. The calculation puts the molecular weight at 197.00 g mol⁻¹. The calculation puts the highest occupied orbital energy (alpha / beta) at -0.51054 / -0.48353 hartree.

***

Arrangement B

An isolated ion of composition C3H6IN2 and charge +1, computed with wB97M-V/def2-TZVPD.

XYZ file:
```
12
C3H6IN2 wB97M-V/def2-TZVPD
H 0.3694 -1.0949 -1.5224
N 0.5768 -1.6752 -0.7621
C 0.7187 -1.2305 0.3816
C 0.4405 0.2531 0.9385
N 0.0359 1.0118 -0.2401
C -1.1985 1.0371 -0.7313
I -2.8329 0.0875 0.1100
H 1.1222 -1.7293 1.2822
H -0.1815 0.0171 1.7980
H 1.3076 0.6333 1.3073
H 0.7774 1.2991 -0.8483
H -1.1356 1.3908 -1.7134
```

Its structure (SMILES) is [H]/N=C\C/[NH+]=C\I. As for the charge: +1. The HOMO-LUMO gap is 8.438 eV. The calculation puts the molecular weight at 197.00 g mol⁻¹. The calculation puts the highest occupied orbital energy at -0.51664 hartree.

***

Top of the stability list: arrangement B, leading by 2.605 eV.

***

Arrangement A

C5H6O2S as an isolated structure, computed with wB97M-V/def2-TZVPD.

XYZ file:
```
14
C5H6O2S wB97M-V/def2-TZVPD
C -0.4652 -0.4443 0.1652
C -1.1751 0.7701 -0.4218
C 1.0986 0.8164 -0.3060
C 0.5877 0.2340 1.0446
C 0.7583 -0.5422 -0.8170
H -0.6415 -2.8375 -0.0528
H -1.7354 0.5627 -1.3497
H -1.8479 1.2890 0.2937
H 2.0490 1.3413 -0.4087
H 0.2445 0.8785 1.8849
H 1.3562 -0.3708 1.5293
O -0.0523 1.6383 -0.6939
O 1.2123 -1.4302 -1.4590
S -1.3892 -1.9051 0.5912
```

The HOMO-LUMO gap is 10.153 eV. The calculation puts the molecular weight at 130.17 g mol⁻¹. The calculation puts the highest occupied orbital energy at -0.34599 hartree.

***

Arrangement B

One molecule with the formula C5H6O2S, computed with wB97M-V/def2-TZVPD.

XYZ file:
```
14
C5H6O2S wB97M-V/def2-TZVPD
O 0.4416 1.0978 1.8519
C -0.7709 1.0024 1.4139
C -1.3137 -0.2367 0.5461
C -0.1204 -1.2360 -0.1099
S -0.2380 -2.8841 -0.2288
C 1.2136 -0.3936 -0.2995
C 0.9744 0.3457 -1.6082
O 0.0246 1.1523 -1.7433
H -1.5022 1.9604 1.7403
H -1.7937 0.2649 -0.3912
H -2.0754 -0.8773 1.0763
H 1.2706 0.3559 0.5838
H 2.0498 -0.9472 -0.5409
H 1.8396 0.3955 -2.2906
```

Its structure (SMILES) is O=CCC(=S)CC=O. The HOMO-LUMO gap is 8.379 eV. The calculation puts the molecular weight at 130.17 g mol⁻¹. The calculation puts the highest occupied orbital energy at -0.33077 hartree.

***

Top of the stability list: arrangement A, leading by 1.404 eV.